C48H70BClCsF4N12O3P as an isolated structure. Source: OMol25; level of theory: ωB97M-V with the def2-TZVPD basis set.

```
141
Properties=species:S:1:pos:R:3:lowdin_charge:R:1
Cs 0.25139 0.46339 -0.10997 0.82
C -4.13728 -0.86677 1.28062 -0.11
N -3.28022 0.30612 1.21575 -0.24
C -3.58650 1.09131 0.03600 -0.11
C -3.42187 1.05800 2.45413 -0.22
C -2.74046 2.41180 2.49511 -0.26
N -1.30708 2.32406 2.28993 0.01
C -0.61810 3.45019 2.33076 -0.25
C 0.80371 3.39514 2.12570 -0.19
F 1.35139 2.17110 1.91140 -0.11
C 1.64411 4.47195 2.13838 -0.24
F 2.96760 4.27345 1.93645 0.04
C 1.19267 5.77024 2.34053 0.01
C -0.17051 5.87953 2.53818 -0.25
F -0.69657 7.11046 2.74486 0.05
C -1.03385 4.80735 2.54195 -0.15
F -2.34799 5.10311 2.75596 0.03
H -5.19458 -0.58255 1.44631 0.09
H -3.82752 -1.51912 2.09635 0.06
H -4.07896 -1.42218 0.34529 0.07
H -4.61153 1.51260 0.05925 0.10
H -3.49053 0.45779 -0.84810 0.07
H -2.88189 1.91863 -0.06829 0.06
H -3.03950 0.43144 3.26485 0.10
H -4.49672 1.23643 2.66404 0.12
H -2.98956 2.84018 3.47568 0.11
H -3.21831 3.06842 1.75662 0.10
H 1.85145 6.62464 2.34232 0.11
C -1.82256 -2.90008 -0.04965 -0.04
C -2.30168 -2.31536 -1.34108 -0.37
C -3.34485 -2.77384 -2.17100 -0.01
C -3.35911 -1.90367 -3.24242 -0.29
C -4.24030 -1.92931 -4.45052 -0.04
N -2.38644 -0.98741 -3.03313 0.01
N -1.74369 -1.23458 -1.86667 0.05
B -1.96621 0.16238 -3.97182 -0.53
N -0.59781 -0.10007 -4.64353 0.02
N 0.50685 -0.50612 -3.97074 0.13
C 1.47735 -0.59818 -4.86610 -0.38
C 2.85478 -1.02885 -4.47186 -0.05
C 1.01114 -0.23325 -6.14510 -0.01
C -0.32001 0.07738 -5.95508 -0.29
C -1.31579 0.54838 -6.96583 -0.04
N -1.97621 1.52567 -3.23640 0.02
N -0.87902 2.08964 -2.68131 0.08
C -1.27359 3.24394 -2.15457 -0.38
C -0.31086 4.12147 -1.42041 -0.03
C -2.65025 3.43936 -2.37420 -0.01
C -3.05939 2.31405 -3.06086 -0.31
C -4.42988 1.92989 -3.51344 -0.03
H -2.35936 -3.82160 0.17835 0.08
H -0.75915 -3.11855 -0.11257 0.04
H -1.97134 -2.21859 0.78968 0.05
H -3.99040 -3.62514 -2.01351 0.10
H -4.94665 -2.75448 -4.35836 0.07
H -4.80557 -1.00207 -4.56364 0.06
H -3.66185 -2.07163 -5.36629 0.07
H -2.78840 0.22371 -4.84939 0.10
H 2.95716 -1.00112 -3.38697 0.05
H 3.06943 -2.04387 -4.81776 0.07
H 3.60853 -0.36394 -4.90198 0.07
H 1.56086 -0.19940 -7.07428 0.09
H -0.82436 0.63926 -7.93497 0.07
H -2.15277 -0.14581 -7.06513 0.07
H -1.73071 1.52127 -6.69445 0.08
H 0.69418 3.71128 -1.50016 0.04
H -0.30727 5.13539 -1.82873 0.08
H -0.56422 4.19785 -0.35899 0.07
H -3.26566 4.26445 -2.04768 0.10
H -5.13480 2.71769 -3.24869 0.07
H -4.46832 1.77110 -4.59346 0.07
H -4.75447 1.00279 -3.03325 0.07
C -0.09573 0.54431 5.83065 -0.02
C 0.92945 0.01188 4.88997 -0.31
C 2.13750 -0.62437 5.09381 0.00
C 2.60350 -0.95534 3.80363 -0.37
N 1.74815 -0.54618 2.87483 0.06
N 0.75145 0.04149 3.56253 0.03
C 3.88076 -1.63217 3.41770 -0.05
H 0.29544 0.54429 6.84746 0.07
H -0.98513 -0.09113 5.80035 0.07
H -0.38214 1.56168 5.55755 0.08
H 2.60189 -0.84385 6.04240 0.10
H -0.03306 0.46911 3.07701 0.10
H 4.12515 -2.43366 4.11796 0.07
H 4.71380 -0.92333 3.41852 0.07
H 3.79307 -2.05671 2.41646 0.05
C 5.20358 4.74944 -1.05472 -0.09
C 5.64488 3.48343 -0.33975 -0.33
O 5.13069 2.30721 -0.96958 -0.31
P 3.57947 1.89537 -0.53781 0.86
O 3.61302 0.36958 -1.11881 -0.35
C 4.19310 -0.62301 -0.25298 -0.30
C 5.48420 -1.14078 -0.85239 -0.07
O 2.70006 2.56394 -1.70663 -0.36
C 2.73446 2.15826 -3.09446 -0.27
C 2.35537 3.33802 -3.95895 -0.06
H 5.66610 5.62485 -0.59233 0.07
H 4.11976 4.86006 -0.99672 0.07
H 5.49092 4.71023 -2.10743 0.07
H 5.32292 3.51867 0.70700 0.09
H 6.73174 3.38886 -0.35706 0.11
H 3.45819 -1.41929 -0.13650 0.08
H 4.37036 -0.19368 0.73999 0.10
H 5.29955 -1.53298 -1.85487 0.07
H 5.88941 -1.94476 -0.23256 0.08
H 6.21771 -0.33638 -0.92672 0.07
H 2.01245 1.35292 -3.22389 0.08
H 3.73527 1.79353 -3.33516 0.11
H 1.34727 3.67373 -3.71496 0.06
H 2.36512 3.02967 -5.00739 0.08
H 3.05439 4.16717 -3.82345 0.07
Cl -0.71668 -5.18458 4.81941 0.61
C -2.37684 -4.59287 4.88789 -0.62
C -3.34538 -5.47456 5.30851 -0.19
C -4.67975 -5.08450 5.41008 -0.18
C -4.98156 -3.75547 5.07420 -0.16
C -4.01650 -2.87486 4.65668 -0.10
C -2.61927 -3.22589 4.51613 -0.38
C -1.66577 -2.32301 4.09192 -0.08
H -3.05000 -6.48625 5.56267 0.08
H -5.44202 -5.77973 5.73768 0.06
H -6.00852 -3.40844 5.14702 0.08
H -4.29381 -1.85274 4.42025 0.09
H -0.62346 -2.59139 3.99697 -0.02
H -1.96348 -1.31673 3.82375 0.00
C 2.40174 -5.14380 2.93057 -0.03
C 2.24033 -4.44302 1.62431 -0.31
C 2.68865 -4.74758 0.35520 0.00
C 2.18757 -3.71965 -0.47457 -0.37
N 1.49670 -2.84403 0.23703 0.05
N 1.53635 -3.30241 1.49885 0.05
C 2.36133 -3.52043 -1.94437 -0.03
H 3.21965 -5.86089 2.87100 0.07
H 1.48645 -5.67054 3.19963 0.03
H 2.61439 -4.43399 3.73295 0.07
H 3.28261 -5.60167 0.06887 0.10
H 1.06631 -2.77525 2.22192 0.13
H 2.35099 -4.47541 -2.47107 0.08
H 3.31379 -3.02923 -2.16282 0.06
H 1.56197 -2.88791 -2.33545 0.08
```

Computed properties:
* E: -108847.07040 eV
* energy above the lowest of the compared OMol25 structures with the same formula, charge and spin: 2.2 kcal/mol
* multiplicity: 1
* HOMO-LUMO gap: 4.073 eV
* HOMO energy: -0.0246 Eh
* LUMO level: 3.40 eV
* total charge: -2